Formula: C4H9NO
Source: the OMol25 dataset
Level of theory: ωB97M-V/def2-TZVPD

Values from the calculation:
Energy in eV: -7829.8892
E_LUMO in eV: 0.97
Structure (SMILES): C[C@H]1N[C@H]1CO
Orbital gap in eV: 10.7

Geometry as ORCA input:
```
! RIJCOSX wB97M-V def2-TZVPD def2/J DEFGRID3
* xyz 0 1
C -1.80 0.63 0.31
C -0.90 -0.16 -0.63
N 0.28 0.53 -1.08
C 0.45 -0.71 -0.33
C 1.33 -0.56 0.93
O 1.99 0.69 0.83
H -2.50 -0.04 0.82
H -1.22 1.20 1.05
H -2.38 1.36 -0.28
H -1.45 -0.73 -1.38
H 0.49 0.38 -2.06
H 0.85 -1.52 -0.96
H 2.04 -1.40 0.94
H 0.85 -0.72 1.93
H 1.97 1.03 -0.10
*
```

***

Formula: C4H6N2O2
Source: the OMol25 dataset
Level of theory: ωB97M-V/def2-TZVPD

Values from the calculation:
Energy in eV: -11317.2243
E_LUMO in eV: -0.42
Structure (SMILES): [H]/N=C(N)/C=C\C(=O)O
Orbital gap in eV: 8.7

Geometry as ORCA input:
```
! RIJCOSX wB97M-V def2-TZVPD def2/J DEFGRID3
* xyz 0 1
H -3.13 0.49 -0.79
N -2.59 -0.49 -0.53
C -1.35 -0.08 -0.07
N -1.04 1.23 -0.27
C -0.41 -1.17 0.45
C 0.84 -1.20 0.02
C 2.01 -0.24 -0.27
O 3.09 -0.29 -0.75
O 1.69 1.00 0.45
H -0.06 1.85 -0.01
H -1.73 1.78 0.21
H -1.11 -1.99 0.78
H 1.29 -2.23 0.28
H 2.51 1.35 0.50
*
```

***

Formula: C14H28O2
Source: the OMol25 dataset
Level of theory: ωB97M-V/def2-TZVPD

Values from the calculation:
Energy in eV: -19068.4919
E_LUMO in eV: 0.82
Structure (SMILES): CCCCCCCCCCCCCC(=O)O
Orbital gap in eV: 11.1

Geometry as ORCA input:
```
! RIJCOSX wB97M-V def2-TZVPD def2/J DEFGRID3
* xyz 0 1
C -6.80 -3.10 -1.03
C -5.87 -1.97 -0.61
C -4.55 -2.50 -0.05
C -3.59 -1.38 0.35
C -2.28 -1.94 0.88
C -1.29 -0.87 1.35
C -0.81 0.06 0.23
C 0.40 0.87 0.65
C 0.85 1.84 -0.44
C 2.21 2.48 -0.14
C 3.37 1.53 -0.47
C 4.72 2.09 -0.01
C 5.87 1.16 -0.40
C 7.16 1.70 0.15
O 7.68 1.36 1.18
O 7.68 2.65 -0.63
H -7.01 -3.76 -0.19
H -7.74 -2.71 -1.41
H -6.34 -3.70 -1.81
H -6.37 -1.36 0.15
H -5.67 -1.33 -1.47
H -4.76 -3.13 0.82
H -4.07 -3.12 -0.81
H -3.40 -0.74 -0.52
H -4.06 -0.76 1.12
H -1.80 -2.53 0.09
H -2.49 -2.61 1.72
H -1.75 -0.27 2.14
H -0.42 -1.37 1.79
H -1.62 0.74 -0.06
H -0.55 -0.54 -0.64
H 0.17 1.44 1.56
H 1.22 0.19 0.90
H 0.10 2.63 -0.54
H 0.91 1.31 -1.39
H 2.26 2.75 0.91
H 2.33 3.39 -0.73
H 3.21 0.57 0.01
H 3.40 1.37 -1.55
H 4.70 2.22 1.07
H 4.88 3.07 -0.47
H 5.70 0.17 0.02
H 5.94 1.09 -1.48
H 8.49 3.01 -0.24
*
```

***

Formula: C7H10
Source: the OMol25 dataset
Level of theory: ωB97M-V/def2-TZVPD

Values from the calculation:
Energy in eV: -7418.4545
E_LUMO in eV: 1.19
Structure (SMILES): C1[C@@H]2CC3(CC3)[C@H]12
Orbital gap in eV: 10.3

Geometry as ORCA input:
```
! RIJCOSX wB97M-V def2-TZVPD def2/J DEFGRID3
* xyz 0 1
C 1.89 0.60 0.67
C 1.35 -0.76 0.41
C 0.59 -0.72 -0.93
C -0.46 0.14 -0.23
C -1.83 -0.41 -0.01
C -1.65 0.93 -0.68
C 0.44 0.33 0.96
H 2.23 1.21 -0.16
H 2.49 0.69 1.57
H 1.67 -1.67 0.91
H 0.21 -1.68 -1.30
H 1.17 -0.24 -1.73
H -2.13 -1.25 -0.63
H -2.22 -0.45 1.01
H -1.89 1.01 -1.73
H -1.92 1.81 -0.09
H 0.06 0.48 1.97
*
```

***

Formula: CH3O3PS
Source: the OMol25 dataset
Level of theory: ωB97M-V/def2-TZVPD

Values from the calculation:
Energy in eV: -27350.9148
E_LUMO in eV: -1.41
Structure (SMILES): O=PC(=O)O.S
Orbital gap in eV: 8.5

Geometry as ORCA input:
```
! RIJCOSX wB97M-V def2-TZVPD def2/J DEFGRID3
* xyz 0 1
O 4.76 0.84 -0.46
P 3.39 0.87 0.06
C 2.66 -0.79 0.34
O 2.87 -1.64 1.12
O 1.63 -0.79 -0.50
H 0.81 -1.27 -0.19
S -1.60 0.62 -0.42
H -1.57 1.57 -1.37
H -0.26 0.21 -0.56
*
```

***

Formula: C6H7Cl
Source: the OMol25 dataset
Level of theory: ωB97M-V/def2-TZVPD

Values from the calculation:
Energy in eV: -18852.9808
E_LUMO in eV: 0.96
Orbital gap in eV: 9.8

Geometry as ORCA input:
```
! RIJCOSX wB97M-V def2-TZVPD def2/J DEFGRID3
* xyz 0 1
C -1.22 0.40 -1.24
C -0.48 -0.58 -1.69
C 1.28 0.26 -0.28
C -0.08 0.26 0.33
C 0.38 -0.93 -0.57
C -0.35 0.52 1.85
Cl 0.50 -2.60 -0.14
H -1.80 1.23 -1.57
H -0.64 -1.19 -2.56
H 1.76 0.82 -1.18
H 2.03 0.31 0.48
H -1.08 -0.26 2.23
H -0.89 1.53 1.99
H 0.60 0.22 2.36
*
```